# 1
The following is a DFT calculation (ωB97M-V/def2-TZVPD) of a molecular structure, C20H13Cl2N2O10Ru.

The calculation puts the HOMO energy (alpha / beta) at -0.3253 / -0.3199 hartree. Its spin multiplicity is 2. As for the lowest unoccupied orbital energy (alpha / beta): -0.9985 / -1.0590 eV. Its molar mass is 613.3 g mol⁻¹.

Last column: Mulliken charge in e.
Cartesian coordinates (Å):
1 Ru -0.67651 0.56858 -0.17198  0.519
2 O -3.88401 1.03398 2.09270  -0.576
3 C -2.70370 1.19266 1.38848  1.029
4 O -2.32963 0.06837 0.77004  -0.704
5 C -2.87668 2.36960 0.40246  -0.891
6 O -2.03051 2.20422 -0.77251  -0.558
7 C -1.12514 3.30501 -0.97698  -0.343
8 C 0.03163 3.28352 0.02279  0.641
9 O 0.68225 4.28350 0.20737  -0.681
10 O 0.23349 2.13241 0.61217  -0.496
11 H -4.01219 0.08237 2.19773  0.378
12 H -2.64977 3.31795 0.88766  0.388
13 H -3.90703 2.35700 0.05669  0.376
14 H -1.65819 4.25201 -0.91025  0.381
15 H -0.72381 3.18578 -1.98234  0.297
16 O -1.25302 -1.13299 -1.23303  -0.507
17 C -0.66182 -1.66002 -2.18163  -0.262
18 C 0.52088 -1.20294 -2.84259  0.979
19 C 1.02116 -2.01264 -3.87784  -0.463
20 C 2.12062 -1.62006 -4.58128  -0.467
21 C 2.76287 -0.39853 -4.30370  -0.451
22 C 2.29054 0.40896 -3.31358  -0.844
23 C 1.15443 0.04220 -2.53277  0.229
24 O 0.76741 0.84031 -1.61079  -0.228
25 N 2.63496 -2.47816 -5.64547  1.010
26 O 3.61003 -2.08926 -6.25852  -0.626
27 O 2.05820 -3.52830 -5.85743  -0.626
28 H -1.10134 -2.58651 -2.57189  0.382
29 H 0.53751 -2.94926 -4.12271  0.520
30 H 3.62781 -0.11976 -4.88831  0.510
31 H 2.76482 1.35251 -3.08121  0.503
32 Cl -2.40014 1.74865 5.02456  -0.185
33 C -1.29953 0.59034 4.38024  1.057
34 C -0.69051 -0.27657 5.30257  -0.518
35 C 0.21615 -1.17904 4.86165  0.552
36 Cl 0.96595 -2.23441 6.01508  -0.249
37 C 0.56170 -1.26015 3.48636  0.164
38 C 1.54360 -2.17274 3.04643  -0.587
39 C 1.89522 -2.22816 1.73421  -1.277
40 C 1.23092 -1.37958 0.84738  0.093
41 N 0.29684 -0.53239 1.21681  0.535
42 C -0.07040 -0.39794 2.54565  0.285
43 C -1.03819 0.57291 3.02825  -0.847
44 O -1.62722 1.56405 2.30708  -0.185
45 H -0.94561 -0.20531 6.34938  0.506
46 H 2.01667 -2.81617 3.77340  0.426
47 H 2.65429 -2.90356 1.36882  0.463
48 H 1.46501 -1.39245 -0.20913  0.346

---

# 2
The following is a DFT calculation (ωB97M-V/def2-TZVPD) of 2 unconnected molecules or ions with the total composition C14H16 in a non-equilibrium geometry.

Its SMILES is Cc1ccccc1.Cc1ccccc1. The calculation puts the HOMO energy at -0.3178 hartree. Its spin multiplicity is 1. As for the lowest unoccupied orbital energy: 0.9003 eV. Its molar mass is 184.3 g mol⁻¹.

Last column: Mulliken charge in e.
Cartesian coordinates (Å):
1 C 1.37683 -1.98957 3.42969  -1.351
2 C 1.38286 0.30138 2.39906  -0.402
3 C 0.68320 -0.86284 2.70645  0.656
4 C 0.81008 1.55948 2.50690  -0.457
5 C -0.55791 1.60959 2.77302  -0.484
6 C -0.72039 -0.80738 2.65808  -0.500
7 C -1.31096 0.44982 2.69245  -0.402
8 H 2.40039 0.18945 2.02154  0.355
9 H 1.30717 2.51341 2.57918  0.403
10 H 1.90772 -2.67196 2.75332  0.298
11 H 0.64531 -2.63668 3.91624  0.370
12 H -1.02999 2.54403 3.03995  0.404
13 H -1.31568 -1.70199 2.53555  0.387
14 H -2.38233 0.50601 2.52342  0.363
15 H 2.05804 -1.56963 4.15743  0.364
16 C -1.88451 1.74826 -2.72165  -1.373
17 C 0.21806 0.79468 -3.67593  -0.369
18 C -0.81438 0.69419 -2.74798  0.753
19 C 1.22983 -0.14833 -3.70412  -0.593
20 C 1.03495 -1.36948 -3.05066  -0.384
21 C -0.87153 -0.43032 -1.94487  -0.378
22 C 0.06641 -1.45594 -2.07881  -0.436
23 H 0.33590 1.71244 -4.24388  0.322
24 H 1.93183 -0.11581 -4.52505  0.328
25 H -1.45026 2.73333 -2.89238  0.373
26 H -2.23557 1.93016 -1.69957  0.369
27 H 1.63432 -2.23666 -3.30348  0.366
28 H -1.69972 -0.50342 -1.25132  0.365
29 H -0.03864 -2.33524 -1.46193  0.373
30 H -2.71103 1.54903 -3.39064  0.283

---

# 3
The following is a DFT calculation (ωB97M-V/def2-TZVPD) of 4 unconnected molecules or ions with the total composition C2H13NO3S in a non-equilibrium geometry.

Its SMILES is NCCS.O.O.O. The calculation puts the HOMO energy at -0.3371 hartree. Its spin multiplicity is 1. As for the lowest unoccupied orbital energy: 0.3795 eV. Its molar mass is 131.2 g mol⁻¹.

Last column: Mulliken charge in e.
Cartesian coordinates (Å):
1 C -0.15380 -0.12790 -0.42063  -0.320
2 C -1.21430 0.18408 -1.44468  -0.609
3 S -2.82420 0.65075 -0.68593  -0.212
4 N 1.17372 -0.45853 -1.00678  -0.641
5 H -0.01760 0.60323 0.36120  0.293
6 H -0.50876 -1.09391 -0.05956  0.308
7 H -1.06546 1.04232 -2.13566  0.281
8 H -1.49113 -0.67353 -2.05828  0.288
9 H -3.33801 0.13874 -1.82684  0.137
10 H 1.89378 -0.08469 -0.39837  0.267
11 H 1.34054 -1.43728 -1.19009  0.194
12 H 1.69403 -2.17834 2.35535  0.306
13 H 0.37338 -1.60764 2.73118  0.344
14 O 1.07924 -2.15830 3.09681  -0.645
15 H 1.58650 1.04426 -2.18249  0.397
16 H 1.04903 2.42273 -2.62322  0.303
17 O 1.85302 1.96326 -2.38019  -0.690
18 H -0.26323 1.27768 3.06093  0.289
19 H -0.71165 0.15258 3.85974  0.296
20 O -0.45509 0.34048 2.94750  -0.586

---

# 4
The following is a DFT calculation (ωB97M-V/def2-TZVPD) of a molecular structure, C47H47ClN10O11SbY in a non-equilibrium geometry.

The calculation puts the HOMO energy at -0.3031 hartree. Its spin multiplicity is 1. As for the lowest unoccupied orbital energy: -1.1956 eV. Its molar mass is 1174.1 g mol⁻¹.

Last column: Mulliken charge in e.
Cartesian coordinates (Å):
1 Y -0.01665 0.05859 -0.29078  -0.210
2 C -4.35641 -0.28508 1.19128  -0.840
3 C -4.82648 -0.39039 -0.11581  -0.494
4 C -4.04516 -1.02652 -1.05002  -0.397
5 C -2.77314 -1.48853 -0.68286  0.530
6 N -2.26510 -1.27586 0.54753  0.057
7 C -3.08555 -0.74141 1.46139  -0.382
8 N -2.12832 -2.32780 -1.55949  -0.247
9 C -0.89629 -2.68151 -1.50679  -0.451
10 N 0.14630 -2.07686 -0.83805  0.960
11 C 1.25709 -2.87772 -0.98601  -0.317
12 N 2.40621 -2.75934 -0.43427  -0.502
13 C 2.95053 -1.64776 0.14026  -0.005
14 C 4.08897 -1.84266 0.94283  -0.828
15 C 4.88500 -0.77202 1.26886  -0.566
16 C 4.56360 0.48223 0.75469  -0.951
17 C 3.39731 0.61037 0.04165  -0.339
18 N 2.54840 -0.40293 -0.21785  1.324
19 C 0.93302 -4.01142 -1.87407  -0.153
20 C 1.70306 -5.04079 -2.37680  -0.220
21 C 1.08625 -5.93513 -3.24496  -0.687
22 C -0.25437 -5.79371 -3.59322  -0.877
23 C -1.02573 -4.75715 -3.08078  0.250
24 C -0.40503 -3.87098 -2.22346  0.178
25 H -4.95816 0.15616 1.97337  0.442
26 H -5.80241 -0.00728 -0.38278  0.426
27 H -4.38501 -1.20334 -2.06104  0.498
28 H -2.70001 -0.68211 2.47353  0.551
29 H 4.33795 -2.85235 1.23729  0.568
30 H 5.77185 -0.90646 1.87494  0.423
31 H 5.19006 1.34556 0.92854  0.485
32 H 3.13150 1.56974 -0.38178  0.202
33 H 2.74579 -5.13644 -2.10459  0.563
34 H 1.65636 -6.75803 -3.65626  0.432
35 H -0.70321 -6.50200 -4.27766  0.439
36 H -2.06681 -4.63913 -3.35135  0.529
37 O -4.03602 4.47217 1.33332  -0.606
38 C -3.34273 4.32950 2.44301  0.391
39 O -3.43633 5.10031 3.36325  -0.618
40 C -2.42625 3.14150 2.50807  0.352
41 C -1.71734 2.73942 3.62640  0.279
42 Cl -1.86466 3.43204 5.16558  -0.191
43 N -0.96368 1.63965 3.27896  -0.050
44 N -1.18155 1.33930 1.98615  1.280
45 C -2.03040 2.22291 1.51290  -1.127
46 C -2.46023 2.07521 0.08625  0.461
47 O -3.45792 2.68492 -0.29922  -0.876
48 O -1.76034 1.28472 -0.63286  2.493
49 C 0.09864 0.95951 3.96384  0.319
50 C 0.92393 -0.01567 3.07772  1.265
51 C 2.04178 -0.78618 3.84246  -2.668
52 C 1.76678 -0.41972 6.23968  -0.646
53 C 1.80599 1.05285 5.84544  -0.310
54 C 0.54811 1.43823 5.13394  -1.491
55 H -3.88470 3.73357 0.68349  0.366
56 H -0.42446 -1.30592 2.51278  0.572
57 H 2.43857 -1.56985 3.20662  1.287
58 H 2.19750 -0.70453 7.19478  0.533
59 H 1.90340 1.66047 6.74249  0.789
60 H -0.02522 2.20310 5.61668  0.163
61 O 3.97402 3.28635 6.52689  -0.672
62 N 3.67081 3.72855 5.42244  1.114
63 O 3.79277 4.89943 5.10412  -0.676
64 C 3.15546 2.78433 4.46643  -1.836
65 C 2.67168 3.24183 3.28813  -0.084
66 C 2.04676 2.37848 2.34274  -0.672
67 C 2.01042 1.00041 2.73748  0.811
68 O 0.27047 -0.78412 2.09507  -0.258
69 C 2.78402 0.51680 3.74206  -0.871
70 C 3.09743 1.33866 4.92223  0.560
71 N 1.97837 -1.37990 5.19316  1.507
72 O 0.62141 -1.16224 5.86183  -0.554
73 O 2.56245 -2.48885 5.35151  -0.878
74 N 1.46491 2.85562 1.21551  0.393
75 O 0.90392 2.01224 0.41886  -0.023
76 O 1.45449 4.04622 0.92654  -0.798
77 H 2.72077 4.30103 3.07145  0.711
78 H 3.98056 1.06977 5.49980  1.008
79 C 0.06053 -1.84802 -5.22656  -1.954
80 C -1.06882 -0.82361 -5.16684  2.235
81 C -1.16448 -0.10928 -6.51142  -1.968
82 C -2.39857 -1.50349 -4.85958  -1.369
83 Sb -0.57922 0.57361 -3.43739  -0.543
84 C 1.55743 1.16446 -3.89846  2.073
85 C 2.41725 -0.06900 -3.62632  -2.655
86 C 1.91744 2.26462 -2.90137  -2.240
87 C 1.79537 1.64849 -5.32174  -1.716
88 C -1.80700 2.40494 -3.91624  1.994
89 C -3.25568 2.04783 -3.59433  -1.314
90 C -1.32386 3.53733 -3.01284  -1.778
91 C -1.70291 2.83699 -5.37433  -1.607
92 H -0.24313 -2.69577 -5.85112  0.629
93 H 0.31978 -2.23894 -4.24285  0.299
94 H 0.95421 -1.41391 -5.67724  0.304
95 H -1.05086 -0.84364 -7.31680  0.477
96 H -0.38666 0.64329 -6.64131  0.377
97 H -2.13543 0.36637 -6.63989  0.384
98 H -2.62508 -2.23140 -5.64818  0.535
99 H -3.21406 -0.77682 -4.83637  0.270
100 H -2.38075 -2.02438 -3.90716  -0.090
101 H 2.20004 -0.51339 -2.65360  0.822
102 H 3.47614 0.21437 -3.62896  0.567
103 H 2.28184 -0.83413 -4.38909  0.199
104 H 1.57209 2.03440 -1.89115  0.550
105 H 1.48746 3.22439 -3.18305  0.243
106 H 3.00557 2.38903 -2.86009  0.579
107 H 1.56240 0.87176 -6.05210  0.263
108 H 2.85230 1.91322 -5.44830  0.487
109 H 1.20812 2.53741 -5.55128  0.322
110 H -3.41369 1.94572 -2.52425  -0.161
111 H -3.57513 1.12940 -4.09328  0.069
112 H -3.90479 2.85666 -3.94926  0.527
113 H -1.14252 3.20580 -1.99055  0.162
114 H -2.09082 4.31771 -2.97281  0.537
115 H -0.41057 3.99246 -3.39791  0.358
116 H -2.24226 2.16022 -6.03241  0.319
117 H -0.67176 2.91440 -5.71720  0.143
118 H -2.16150 3.82687 -5.47595  0.531

---

# 5
The following is a DFT calculation (ωB97M-V/def2-TZVPD) of 2 unconnected molecules or ions with the total composition H3NO2S in a non-equilibrium geometry.

The calculation puts the HOMO energy at -0.3774 hartree. Its spin multiplicity is 1. As for the lowest unoccupied orbital energy: -1.0052 eV. Its molar mass is 81.1 g mol⁻¹.

Last column: Mulliken charge in e.
Cartesian coordinates (Å):
1 N -0.68134 0.20404 1.53034  -0.654
2 O 1.74963 -0.45375 -1.62932  -0.349
3 O -0.45826 -0.69120 -2.69551  -0.346
4 S 0.92133 -0.33096 -2.78505  0.688
5 H -1.15812 0.25721 2.51236  0.237
6 H -0.53677 1.20124 1.39787  0.217
7 H 0.16354 -0.18658 1.66930  0.206

---

# 6
The following is a DFT calculation (ωB97M-V/def2-TZVPD) of a molecular structure, C4H16IMnO6 in a non-equilibrium geometry.

The calculation puts the HOMO energy (alpha / beta) at -0.4038 / -0.4054 hartree. The total charge is +1. Its spin multiplicity is 6. As for the lowest unoccupied orbital energy (alpha / beta): -3.3525 / -3.3563 eV. Its molar mass is 342.0 g mol⁻¹.

Last column: Mulliken charge in e.
Cartesian coordinates (Å):
1 Mn 0.87634 -28.99076 9.55203  0.809
2 I 2.87000 -29.12213 7.59885  -0.514
3 O -0.41724 -27.64243 8.48487  -0.454
4 H -0.82800 -27.00313 9.06693  0.289
5 H -0.44705 -27.23344 7.61996  0.276
6 O 0.06505 -30.81400 8.75559  -0.507
7 H 0.43916 -31.25345 7.99195  0.290
8 H -0.81549 -31.18063 8.83601  0.273
9 C 2.98093 -26.58438 10.62270  -0.459
10 C 3.21041 -26.15047 12.07675  -0.391
11 O 2.47531 -25.00288 12.23240  -0.502
12 O 1.66649 -27.01269 10.40744  -0.295
13 H 3.61707 -27.39125 10.25886  0.345
14 H 3.18896 -25.70149 10.01828  0.271
15 H 4.27520 -25.92770 12.14532  0.418
16 H 2.89173 -26.97081 12.71985  0.142
17 H 3.01618 -24.41385 12.76354  0.319
18 H 1.06485 -26.34492 10.74465  0.288
19 C -0.46055 -30.00626 11.89543  -0.455
20 C 1.07929 -29.99734 12.25855  -0.441
21 O 1.97439 -29.94274 11.17417  -0.334
22 O -0.76348 -29.17213 10.83525  -0.394
23 H -1.03695 -29.63337 12.74208  0.407
24 H -1.00368 -30.91765 11.64546  0.368
25 H 1.21386 -30.82854 12.95072  0.490
26 H 1.31333 -29.11586 12.85548  0.196
27 H 2.56723 -30.69775 11.16369  0.269
28 H -1.72263 -29.16159 10.79627  0.295

---

It is found that the relative energy (zero: lowest compared OMol25 entry of this formula, charge and spin) values, taken in the order of the records, are 21.4; 31.7; 17.7; 146.9; 9.3; 19.7 kcal per mole.
It is found that the calculated total energy values, taken in the order of the records, are -2647.07550; -543.02232; -762.62477; -3932.96811; -605.19810; -2061.96114 Ha.